{
  "formula": "C6H9LiNO2",
  "method": "ωB97M-V/def2-TZVPD",
  "symbols": ["Li", "C", "O", "H", "H", "H", "H", "O", "N", "C", "C", "C", "C", "C", "H", "H", "H", "H", "H"],
  "coordinates": [[-4.6921, -2.0701, 0.5386], [-2.9821, 1.2761, 1.1504], [-2.4386, 0.2912, 0.5582], [-4.3690, 1.6522, 1.4586], [-2.2272, -3.7644, -0.9985], [-2.6856, 2.3036, 1.5142], [1.1879, -2.9498, -1.1685], [0.4170, -2.0318, -0.4870], [0.8433, -0.7905, -0.3126], [2.3505, -0.8012, -0.7484], [2.9248, 0.2967, -0.5184], [2.2212, 1.4889, 0.0425], [0.8832, 1.4319, 0.3067], [0.2017, 0.1909, 0.2411], [2.5385, -1.4279, -1.4371], [4.0033, 0.1621, -1.2468], [2.6539, 2.3804, 0.2587], [-0.0765, 2.3330, 0.4094], [-0.7542, 0.0285, 0.4389]],
  "mulliken_charge": [0.411, 0.035, -0.394, 0.140, -0.330, 0.221, 0.383, -0.654, 0.365, -0.464, -0.200, -0.514, -0.339, -0.681, 0.396, 0.090, 0.488, -0.036, 1.083],
  "orbital_gap_ev": [3.3, 4.3],
  "total_energy_ev": -12141.1821,
  "multiplicity": 2,
  "fmax_ha_per_bohr": 0.1787,
  "total_charge": 0,
  "e_lumo_ev": [-1.43, -1.43]
}